8
Properties=species:S:1:pos:R:3:forces:R:3 method="wB97M-V/def2-TZVPD" e_lumo_ev=-0.19 de_lowest_kj_mol=359.78 total_charge=0
C 1.21633 1.08217 -0.24633 0.997 1.766 -0.070
C -2.10846 -1.38376 0.45955 -1.088 -2.063 1.102
O 0.79804 0.01279 -0.03700 -0.052 -0.800 0.091
O -0.95717 -1.91544 0.39849 2.613 0.386 0.182
Cl -2.44110 0.05197 -0.37485 0.566 1.692 -0.949
Cl 2.72263 1.70935 0.44490 -0.130 -0.289 0.033
H 0.81205 1.89615 -0.86040 -0.401 -0.393 -0.093
H -0.04231 -1.45323 0.21563 -2.504 -0.298 -0.296